Molecular formula: C27H32ClN3O5STm
Method: DFT, ωB97M-V/def2-TZVPD

Results
HOMO-LUMO gap (spin up / spin down) (eV): 3.178 / 4.275
ΔE to the lowest compared entry with this formula, charge and spin (eV): 0.679
2S+1: 3
Net charge: -1
M (g mol⁻¹): 715.0
Calculated total energy (eV): -96115.758

The geometry in XYZ format:
```
70
Properties=species:S:1:pos:R:3:forces:R:3:lowdin_spin:R:1
Tm -0.090 -0.045 0.622 0.302 0.356 1.008 1.06
Cl -2.106 -1.504 0.481 -1.493 -1.061 -0.197 0.00
S 2.706 1.891 0.147 -0.596 -0.389 2.240 0.06
O 0.936 0.881 3.386 -1.016 -0.492 0.367 0.13
O 1.710 -3.866 -0.356 0.631 -1.320 0.028 0.00
O -3.169 2.706 -0.742 -1.092 0.971 -0.187 0.00
O 2.837 0.870 -0.887 -0.377 -0.671 -0.796 0.02
O 4.064 1.679 1.150 -0.375 0.341 -1.242 0.03
N 1.631 1.282 1.280 1.106 0.676 -1.900 0.03
N 1.239 -1.803 0.302 1.457 -2.133 -2.462 0.00
N -1.355 1.728 0.079 -1.399 1.821 -2.688 0.00
C -2.091 1.400 2.459 0.029 -0.382 0.027 0.00
C 1.753 1.474 2.631 1.745 1.498 0.728 0.17
C -2.021 2.099 -0.995 1.523 -1.630 3.501 -0.01
C 1.539 -2.174 -2.129 0.227 -0.019 -0.485 0.00
C -1.993 2.345 1.263 0.132 0.141 0.317 0.00
C 4.697 3.671 2.244 -0.276 -0.836 1.120 0.00
C 1.553 -2.503 1.562 0.170 0.030 0.289 0.00
C -1.560 1.890 -2.395 0.112 0.211 -0.471 0.00
C -1.357 -1.308 -4.431 -0.013 -0.025 -0.121 0.00
C 0.540 -2.228 2.672 -0.373 0.086 -0.033 0.00
C 2.934 -2.018 2.004 0.178 0.109 -0.146 0.00
C 4.914 4.198 3.519 -0.230 0.455 -0.307 0.14
C 1.530 -3.961 1.111 -0.227 -0.054 -0.528 0.00
C 3.867 2.555 2.190 1.491 1.402 -0.922 0.14
C 0.314 -1.484 -2.728 0.066 0.607 0.112 0.00
C 0.179 -3.285 -4.499 -0.288 -0.049 -0.168 0.00
C -1.148 3.564 1.634 0.193 0.101 -0.151 0.00
C 3.073 2.830 4.398 0.694 0.657 0.448 0.08
C -3.371 2.707 0.722 -0.115 -0.244 -0.559 0.00
C 1.485 -2.611 -0.708 -1.331 2.293 3.295 0.00
C 4.138 3.722 4.599 -0.646 -0.627 0.523 0.01
C -0.322 -2.028 -3.842 -0.059 0.105 0.157 0.00
C -1.188 0.481 -2.852 0.629 -0.164 0.096 0.00
C -2.849 0.680 -4.748 -0.106 -0.284 -0.155 0.00
C -1.812 -0.079 -3.966 0.044 -0.025 0.190 0.00
C 2.830 2.340 3.095 -1.341 -1.593 0.168 0.14
C -0.075 -0.195 -2.325 -0.061 -0.034 -0.134 0.00
H -3.758 3.687 1.041 0.224 -0.331 -0.312 0.00
H 2.321 -4.595 1.539 -0.225 0.271 -0.353 0.00
H -1.801 -1.704 -5.341 -0.028 -0.020 0.056 0.00
H 1.207 -3.137 -4.869 -0.317 -0.196 0.130 0.00
H -2.412 1.604 -5.161 -0.280 -0.236 0.118 0.00
H -1.092 1.152 2.879 -0.342 0.257 -0.146 0.00
H -2.594 0.467 2.162 0.025 0.292 0.182 0.00
H 3.236 -2.510 2.940 -0.043 0.110 -0.219 0.00
H -2.349 2.280 -3.041 0.234 0.078 0.039 0.00
H 5.694 4.932 3.663 -0.095 0.236 0.133 0.01
H -4.106 1.915 0.940 0.182 0.270 -0.139 0.00
H 3.668 -2.231 1.212 -0.067 0.070 0.278 0.00
H 2.898 -0.927 2.156 0.096 -0.412 -0.029 0.00
H 0.569 -1.168 3.008 0.162 -0.468 -0.106 0.00
H -0.476 -2.466 2.321 0.268 -0.035 0.219 0.00
H -3.720 0.929 -4.126 0.163 0.011 -0.281 0.00
H -2.662 1.887 3.264 0.125 -0.119 -0.184 0.00
H 1.773 -3.064 -2.716 0.123 0.210 0.011 0.00
H -1.101 4.248 0.771 0.006 -0.042 0.311 0.00
H 2.386 -1.469 -2.186 -0.150 -0.195 0.022 0.00
H -0.666 2.527 -2.508 -0.280 -0.083 -0.042 0.00
H -3.166 0.044 -5.584 -0.127 0.319 0.140 0.00
H 0.155 -4.137 -3.806 0.073 0.141 -0.294 0.00
H 2.440 2.460 5.210 0.229 0.294 -0.128 0.01
H 4.380 4.054 5.620 -0.191 -0.110 -0.469 0.00
H -0.122 3.232 1.868 -0.362 0.173 -0.041 0.00
H -0.471 -3.493 -5.359 0.273 -0.190 0.187 0.00
H 0.637 0.386 -1.746 0.013 -0.071 0.490 0.00
H 5.147 4.031 1.333 0.629 -0.166 0.015 0.00
H -1.570 4.083 2.507 0.099 -0.095 -0.228 0.00
H 0.538 -4.409 1.280 0.339 0.059 -0.128 0.00
H 0.782 -2.847 3.549 -0.073 0.154 -0.197 0.00
```
Forces are in eV/Å.